{"formula": "C3H5Br2NO3", "method": "ωB97M-V/def2-TZVPD", "homo_ev": [-9.96, -10.51], "mol_weight_da": 262.9, "max_force_ev_per_a": 5.55, "charge": 0, "elements": ["C", "C", "C", "N", "O", "O", "O", "Br", "Br", "H", "H", "H", "H", "H"], "positions_angstrom": [[-0.5346, 0.9135, -0.4080], [0.0431, -0.1444, 0.5997], [-0.8873, -1.2362, 1.1581], [-2.1382, -0.9587, 1.6287], [-2.8898, -1.8351, 1.8993], [-2.2667, 0.2492, 1.9364], [1.1310, -0.8949, 0.0543], [-0.2972, -3.0156, 1.3034], [0.2521, -4.8308, -0.6683], [0.2233, 1.2158, -1.1051], [-0.9199, 1.9260, 0.0901], [-1.3265, 0.5766, -0.9808], [0.5079, 0.3343, 1.4391], [0.9300, -1.5124, -0.5551]], "atomic_forces_ev_per_a": [[0.304, 2.260, 2.688], [0.044, -1.374, -1.305], [2.136, -0.455, -1.095], [0.284, 2.326, 1.478], [-1.995, -1.382, 0.154], [-0.313, -0.640, -0.576], [1.746, 4.177, 3.209], [-0.508, 1.278, 0.342], [-0.018, -0.135, -0.293], [0.727, -0.062, -0.091], [0.898, -2.428, -0.673], [-1.739, -1.042, -1.012], [-0.010, 0.526, 0.539], [-1.555, -3.049, -3.364]], "mulliken_charge": [-1.2199, 0.6290, -0.0696, 0.9336, -0.5847, -0.5582, -0.5440, 0.0259, -0.1787, 0.4042, 0.2760, 0.3611, 0.2663, 0.2590]}

***

{"formula": "C21H51BNO19P4S", "method": "ωB97M-V/def2-TZVPD", "homo_ev": -12.25, "mol_weight_da": 788.4, "max_force_ev_per_a": 2.73, "charge": 1, "elements": ["C", "C", "O", "C", "S", "C", "B", "O", "O", "C", "C", "C", "C", "C", "N", "H", "H", "H", "H", "H", "H", "H", "H", "H", "H", "H", "H", "H", "H", "H", "C", "O", "P", "O", "O", "C", "O", "C", "H", "H", "H", "H", "H", "H", "H", "H", "H", "C", "O", "P", "O", "O", "C", "O", "C", "H", "H", "H", "H", "H", "H", "H", "H", "H", "C", "O", "P", "O", "O", "C", "O", "C", "H", "H", "H", "H", "H", "H", "H", "H", "H", "C", "O", "P", "O", "O", "C", "O", "C", "H", "H", "H", "H", "H", "H", "H", "H", "H"], "positions_angstrom": [[0.8918, 3.0336, 2.0739], [-0.5058, 3.2823, 1.4494], [-1.4845, 2.7865, 2.3621], [-0.6886, 2.4866, 0.1275], [-0.3646, 3.4655, -1.3539], [-1.1615, 2.5259, -2.7024], [-0.1729, 1.3765, -3.2382], [0.4719, 0.5439, -2.3922], [0.0466, 1.2292, -4.5988], [1.3866, 3.3908, -1.7221], [1.8618, 3.9950, -2.8391], [3.1855, 3.9474, -3.1850], [4.0105, 3.2681, -2.3195], [3.4376, 2.7157, -1.2002], [2.1571, 2.7344, -0.8769], [1.4177, 2.2151, 1.5905], [1.4788, 3.9497, 1.9877], [0.7663, 2.8385, 3.1348], [-0.6475, 4.3508, 1.3046], [-1.4221, 1.8247, 2.3184], [0.0032, 1.6425, 0.1364], [-1.7118, 2.1166, 0.0512], [-1.4165, 3.2144, -3.5011], [-2.0251, 2.0127, -2.2596], [1.1617, 0.0698, -2.8742], [0.5607, 1.9617, -4.9567], [1.1630, 4.5052, -3.4986], [3.5573, 4.4126, -4.0840], [5.0708, 3.1791, -2.5082], [4.1048, 2.2100, -0.5077], [-2.8525, -1.6883, -4.2661], [-4.0500, -1.8938, -3.5097], [-4.1523, -1.1948, -2.0971], [-3.8999, 0.2507, -2.0802], [-3.1402, -2.0025, -1.1722], [-3.0665, -3.4328, -1.2995], [-5.5769, -1.6519, -1.6164], [-6.0097, -1.1645, -0.3336], [-2.6835, -2.5771, -4.8684], [-2.9752, -0.8257, -4.9195], [-1.9891, -1.5371, -3.6141], [-2.2529, -3.6878, -1.9783], [-3.9999, -3.8538, -1.6706], [-2.8529, -3.8555, -0.3204], [-5.3477, -1.5228, 0.4539], [-7.0106, -1.5409, -0.1497], [-6.0324, -0.0760, -0.3304], [0.1714, -8.4716, -0.9396], [0.0965, -7.3290, -0.0745], [0.5172, -5.9335, -0.6775], [-0.1543, -5.5485, -1.9150], [2.1038, -6.0041, -0.8098], [2.8672, -6.6235, 0.2324], [0.2780, -4.9696, 0.5576], [0.5461, -3.5810, 0.3565], [0.3940, -9.3391, -0.3233], [-0.7852, -8.6156, -1.4371], [0.9584, -8.3567, -1.6863], [3.0521, -7.6650, -0.0292], [2.3550, -6.5745, 1.1928], [3.8194, -6.1038, 0.3093], [1.5998, -3.4286, 0.1154], [0.3147, -3.0630, 1.2835], [-0.0784, -3.1819, -0.4434], [-9.3966, 0.0759, 3.7785], [-8.5323, 1.1369, 3.3481], [-6.9762, 0.8952, 3.4573], [-6.4608, -0.3127, 2.8228], [-6.6572, 0.9601, 5.0161], [-7.3159, 1.9398, 5.8281], [-6.4185, 2.2565, 2.8731], [-4.9959, 2.3805, 2.7971], [-10.3106, 0.5265, 4.1573], [-9.6328, -0.5679, 2.9338], [-8.9385, -0.5157, 4.5725], [-8.1981, 1.4922, 6.2850], [-7.6095, 2.8143, 5.2484], [-6.6283, 2.2467, 6.6126], [-4.5557, 2.3303, 3.7942], [-4.7658, 3.3470, 2.3580], [-4.5786, 1.5934, 2.1681], [7.7441, -0.3430, -0.4843], [7.6897, 0.7648, 0.4244], [8.0603, 2.1913, -0.1477], [7.3292, 2.6121, -1.3413], [9.6322, 2.1516, -0.3733], [10.4692, 1.5067, 0.5965], [7.8582, 3.0887, 1.1367], [8.0908, 4.4960, 0.9908], [8.0092, -1.2283, 0.0883], [6.7681, -0.4877, -0.9441], [8.4942, -0.1870, -1.2608], [10.6541, 0.4796, 0.2832], [10.0166, 1.5106, 1.5875], [11.4151, 2.0408, 0.6345], [9.1285, 4.6819, 0.7121], [7.8910, 4.9642, 1.9502], [7.4245, 4.9174, 0.2388]], "atomic_forces_ev_per_a": [[-0.247, 0.729, -0.343], [0.657, -1.077, 0.482], [-0.282, 0.325, -0.568], [0.766, -0.018, 0.328], [-0.993, 0.439, -0.255], [1.010, -0.924, 0.395], [0.037, -0.006, -0.708], [-0.167, 0.199, 0.361], [0.327, 0.230, 0.407], [0.266, -1.005, 1.100], [-1.659, 1.243, -1.777], [0.551, -0.268, 0.138], [0.369, 0.373, -0.686], [1.076, -0.855, 1.182], [-0.407, 0.179, 0.024], [0.081, 0.012, 0.090], [0.272, -0.200, -0.060], [-0.045, -0.035, 0.042], [-0.439, -0.016, 0.101], [-0.095, -0.027, 0.329], [-0.106, -0.076, -0.281], [-0.073, 0.271, -0.305], [-0.289, 0.139, 0.193], [-0.256, 0.336, -0.141], [-0.129, -0.269, 0.071], [-0.321, 0.003, -0.392], [0.035, 0.112, 0.082], [-0.040, 0.076, -0.075], [0.116, -0.096, 0.221], [-0.164, -0.060, 0.070], [0.113, 0.056, -0.147], [-0.292, -0.071, 0.067], [-0.018, -0.228, 0.167], [0.469, 0.166, 0.177], [0.199, 0.382, 0.016], [0.118, -0.244, -0.056], [-0.055, -0.071, -0.462], [-0.087, 0.152, 0.359], [-0.076, -0.024, 0.035], [0.001, 0.024, 0.047], [-0.019, -0.004, 0.016], [-0.030, -0.076, 0.002], [-0.024, 0.054, 0.009], [0.003, 0.129, 0.047], [-0.010, 0.027, 0.003], [0.022, -0.086, -0.138], [0.036, -0.010, -0.015], [-0.044, -0.206, -0.128], [0.015, 0.219, 0.394], [0.075, -0.100, -0.063], [0.197, 0.215, -0.186], [-0.117, 0.068, -0.269], [0.110, -0.069, 0.094], [-0.190, -0.313, 0.244], [0.010, 0.195, -0.052], [-0.023, 0.072, 0.083], [0.019, 0.059, -0.033], [-0.027, 0.042, -0.012], [-0.024, -0.004, 0.033], [-0.024, 0.014, -0.017], [-0.031, 0.049, -0.085], [-0.011, -0.003, -0.032], [-0.028, -0.120, 0.049], [0.021, -0.034, -0.026], [-0.163, -0.157, 0.026], [0.097, 0.333, -0.082], [-0.059, 0.045, 0.157], [0.214, -0.250, 0.033], [0.073, -0.210, -0.127], [-0.052, 0.100, 0.124], [-0.339, 0.152, -0.067], [0.251, 0.015, -0.035], [0.041, 0.088, -0.046], [0.062, -0.019, 0.008], [0.034, -0.008, -0.035], [-0.017, 0.026, -0.025], [0.013, -0.016, -0.027], [0.060, -0.076, -0.038], [0.015, -0.027, -0.013], [-0.143, 0.026, 0.010], [-0.035, -0.037, 0.036], [-0.004, -0.168, -0.103], [-0.068, 0.147, 0.286], [0.321, -0.007, 0.059], [-0.104, 0.102, -0.221], [-0.177, 0.031, -0.249], [0.148, -0.062, 0.107], [-0.201, -0.301, 0.163], [0.039, 0.244, -0.017], [-0.019, 0.062, 0.079], [0.018, 0.048, -0.038], [-0.029, 0.033, -0.013], [-0.024, -0.002, 0.025], [-0.029, 0.022, -0.016], [-0.041, 0.057, -0.084], [-0.016, -0.007, -0.033], [-0.017, -0.132, 0.047], [0.026, -0.048, -0.038]], "mulliken_charge": [-1.1976, 0.2578, -0.5231, -1.0714, 0.0754, -0.3521, 0.4636, -0.4117, -0.5959, 0.3052, -0.3729, -0.7322, -0.3330, -0.6689, 0.0831, 0.2827, 0.2769, 0.4400, 0.4155, 0.3292, 0.5093, 0.5092, 0.4615, 0.2205, 0.2631, 0.3272, 0.4901, 0.4638, 0.5486, 0.5405, -0.5888, -0.4002, 1.0722, -0.6935, -0.0666, -0.7542, -0.4544, -0.7213, 0.3134, 0.2599, 0.1584, 0.2457, 0.4257, 0.2805, 0.3170, 0.3037, 0.2964, -0.7148, -0.3087, 1.0962, -0.6595, -0.3032, -0.6858, -0.3081, -0.6392, 0.2502, 0.2623, 0.3482, 0.2642, 0.3393, 0.2692, 0.3104, 0.2848, 0.1903, -0.7043, -0.3046, 1.0705, -0.6474, -0.2945, -0.7004, -0.3225, -0.6713, 0.2464, 0.2513, 0.3522, 0.2624, 0.3453, 0.2744, 0.3109, 0.2908, 0.2416, -0.6898, -0.3060, 1.0800, -0.6498, -0.3180, -0.6863, -0.2832, -0.6717, 0.2565, 0.2222, 0.3603, 0.2538, 0.3369, 0.2779, 0.3031, 0.2462, 0.2737]}

***

{"formula": "C3H2I4", "method": "ωB97M-V/def2-TZVPD", "homo_ev": [-8.36, -8.50], "mol_weight_da": 545.7, "max_force_ev_per_a": 3.75, "charge": 0, "elements": ["C", "C", "C", "I", "I", "I", "I", "H", "H"], "positions_angstrom": [[1.0343, -0.3587, 0.5841], [-1.1438, -0.1656, -0.4860], [0.0803, 0.5172, -0.0338], [0.9760, -0.9790, 2.5529], [-1.2014, -1.4451, -2.1433], [1.1846, 1.3543, -1.7621], [-0.5007, 2.1723, 1.2955], [1.6183, -1.1668, -0.0811], [-2.0477, 0.0713, 0.0738]], "atomic_forces_ev_per_a": [[1.866, -3.187, -0.631], [0.114, 0.098, -0.112], [-0.463, 1.019, -0.766], [-0.006, 0.054, -0.104], [-0.136, 0.425, 0.888], [-0.003, 0.267, 0.086], [0.102, -0.298, -0.411], [-1.495, 2.149, 1.414], [0.021, -0.527, -0.364]], "mulliken_charge": [-0.4838, -0.4436, -0.4891, 0.1311, 0.1482, 0.1411, 0.2107, 0.3765, 0.4089]}